The following is a quantum chemistry calculation of one molecule with the formula C2H7NO2 in a non-equilibrium geometry, from the Open Molecules 2025 dataset.

Computed properties:
Lowest unoccupied orbital energy (Eh): 0.0355
Energy (Ha): -285.52083
Energy above the lowest of the compared OMol25 structures with the same formula, charge and spin (eV): 4.108

```
! wB97M-V def2-TZVPD RIJCOSX def2/J DEFGRID3
* xyz 0 1
C 1.067 -0.422 0.133
C -1.801 0.114 0.330
N 0.399 0.324 -0.872
O -0.961 -0.382 -0.691
O 2.449 0.155 -0.158
H 2.715 -0.138 -1.039
H 0.288 1.299 -0.590
H 1.063 -1.493 -0.088
H 0.903 -0.148 1.181
H -2.029 1.176 0.183
H -2.723 -0.466 0.280
H -1.370 -0.018 1.331
*
```

For each atom in turn, the natural (NBO) charge in e is: 0.07, -0.27, -0.31, -0.45, -0.75, 0.47, 0.35, 0.19, 0.17, 0.17, 0.20, 0.16

***

The following is a quantum chemistry calculation of one molecule with the formula C28H31N3O4 in a non-equilibrium geometry, from the Open Molecules 2025 dataset.

Computed properties:
Lowest unoccupied orbital energy (Eh): 0.0104
Energy (Ha): -1550.84606
Energy above the lowest of the compared OMol25 structures with the same formula, charge and spin (eV): 0.325

```
! wB97M-V def2-TZVPD RIJCOSX def2/J DEFGRID3
* xyz 0 1
C -1.752 -0.738 3.649
H -1.248 -0.867 4.605
H -1.685 0.303 3.327
H -2.799 -1.037 3.724
O -1.075 -1.564 2.710
C -1.798 -2.134 1.739
O -2.988 -1.992 1.621
C -0.889 -2.966 0.865
H -0.384 -3.679 1.522
H -0.113 -2.305 0.479
C -1.592 -3.723 -0.261
C -2.361 -2.857 -1.260
H -3.169 -2.347 -0.739
H -2.815 -3.525 -1.994
C -1.502 -1.830 -2.012
C -1.282 -0.567 -1.228
N -0.140 -0.070 -0.895
N 1.035 -0.651 -1.197
C 2.264 -0.198 -0.795
N 3.182 -1.123 -0.847
C 4.446 -0.846 -0.442
C 5.392 -1.881 -0.520
C 6.675 -1.683 -0.078
C 7.045 -0.448 0.456
C 6.136 0.579 0.533
C 4.820 0.415 0.080
C 3.826 1.460 0.077
C 4.099 2.774 0.486
C 3.147 3.759 0.403
C 1.887 3.474 -0.120
C 1.582 2.196 -0.518
C 2.525 1.165 -0.399
H 0.618 1.985 -0.948
H 1.153 4.260 -0.217
H 3.381 4.763 0.725
H 5.078 3.023 0.863
H 6.450 1.523 0.950
H 8.055 -0.300 0.810
H 7.401 -2.481 -0.138
H 5.074 -2.827 -0.929
H 1.066 -1.600 -1.564
C -2.473 0.141 -0.741
C -2.426 0.906 0.389
O -1.304 1.172 1.053
H -0.545 0.774 0.557
C -3.637 1.494 1.042
C -4.799 1.716 0.072
C -4.981 0.411 -0.706
C -3.739 0.032 -1.481
O -3.810 -0.312 -2.644
H -5.815 0.481 -1.405
H -5.183 -0.403 -0.004
C -6.071 2.041 0.855
H -6.902 2.207 0.175
H -5.931 2.941 1.451
H -6.333 1.224 1.523
C -4.481 2.865 -0.886
H -5.287 2.990 -1.606
H -4.365 3.797 -0.337
H -3.564 2.670 -1.436
H -3.347 2.424 1.536
H -3.952 0.789 1.819
H -2.033 -1.546 -2.923
H -0.557 -2.291 -2.309
H -0.838 -4.309 -0.794
H -2.302 -4.424 0.184
*
```

For each atom in turn, the natural (NBO) charge in e is: -0.27, 0.19, 0.20, 0.20, -0.51, 0.81, -0.62, -0.51, 0.24, 0.23, -0.39, -0.39, 0.23, 0.22, -0.50, 0.28, -0.33, -0.42, 0.43, -0.49, 0.14, -0.21, -0.20, -0.23, -0.19, -0.04, 0.07, -0.22, -0.19, -0.21, -0.17, -0.16, 0.24, 0.22, 0.21, 0.21, 0.20, 0.21, 0.21, 0.22, 0.39, -0.33, 0.49, -0.68, 0.52, -0.47, -0.03, -0.50, 0.59, -0.58, 0.23, 0.23, -0.60, 0.21, 0.21, 0.21, -0.61, 0.22, 0.21, 0.22, 0.23, 0.24, 0.28, 0.20, 0.20, 0.22

***

The following is a quantum chemistry calculation of one molecule with the formula C3H3NO2S in a non-equilibrium geometry, from the Open Molecules 2025 dataset.

Computed properties:
Lowest unoccupied orbital energy (Eh): -0.0073
Energy (Ha): -719.43304
Energy above the lowest of the compared OMol25 structures with the same formula, charge and spin (eV): 4.006

```
! wB97M-V def2-TZVPD RIJCOSX def2/J DEFGRID3
* xyz 0 1
C 0.708 -0.046 -0.256
C -0.224 -0.976 -0.109
C -1.498 -0.352 0.029
H 2.501 0.173 1.222
H -0.239 -2.060 0.063
H 0.269 2.235 -0.494
N 0.031 1.267 -0.126
O -2.505 -0.924 -0.162
O -1.361 1.046 -0.020
S 2.317 -0.361 -0.146
*
```

For each atom in turn, the natural (NBO) charge in e is: -0.05, -0.37, 0.71, 0.17, 0.26, 0.42, -0.33, -0.55, -0.33, 0.08

***

The following is a quantum chemistry calculation of a 2-piece molecular cluster, C14H15N7O6 overall in a non-equilibrium geometry, from the Open Molecules 2025 dataset.

Computed properties:
Lowest unoccupied orbital energy (Eh): -0.1011
Energy (Ha): -1376.83482
Energy above the lowest of the compared OMol25 structures with the same formula, charge and spin (eV): 0.000

```
! wB97M-V def2-TZVPD RIJCOSX def2/J DEFGRID3
* xyz 0 1
O -0.710 2.575 3.535
N -0.302 1.402 3.623
O -0.610 0.652 4.573
C 0.592 0.838 2.632
C 0.986 -0.496 2.792
C 1.883 -1.109 1.888
N 2.312 -2.468 2.074
O 1.992 -3.069 3.127
O 3.009 -3.007 1.179
C 2.412 -0.387 0.809
C 2.167 0.971 0.778
N 2.641 1.956 -0.122
O 3.494 1.914 -1.004
O 2.052 3.137 0.250
N 1.080 2.940 1.254
C 1.244 1.638 1.603
H 0.600 -1.079 3.622
H 3.182 -0.789 0.158
C -0.884 3.324 -1.322
C -0.871 1.936 -1.282
N -0.676 1.506 -2.577
C -0.584 0.111 -3.053
C 0.862 -0.369 -3.107
C 1.044 -1.738 -3.767
C 2.383 -2.246 -3.213
C 2.601 -1.450 -1.922
N 1.473 -0.514 -1.804
C -0.631 2.628 -3.375
N -0.744 3.724 -2.634
H -0.985 4.005 -0.489
H -1.024 1.256 -0.464
H -1.168 -0.530 -2.375
H -0.980 0.087 -4.080
H 1.440 0.386 -3.682
H 0.226 -2.385 -3.421
H 1.029 -1.667 -4.861
H 2.346 -3.313 -2.983
H 3.235 -2.049 -3.880
H 2.659 -2.127 -1.056
H 3.543 -0.882 -1.969
H 1.758 0.400 -1.467
H -0.535 2.523 -4.456
*
```

For each atom in turn, the natural (NBO) charge in e is: -0.33, 0.50, -0.38, 0.01, -0.09, -0.01, 0.50, -0.35, -0.37, -0.08, 0.02, 0.42, -0.35, -0.11, -0.06, 0.11, 0.30, 0.28, -0.09, -0.13, -0.35, -0.20, -0.05, -0.41, -0.41, -0.24, -0.65, 0.15, -0.46, 0.22, 0.22, 0.22, 0.21, 0.17, 0.21, 0.22, 0.22, 0.21, 0.21, 0.18, 0.36, 0.20

***

The following is a quantum chemistry calculation of C14H31F6ReS3Sb2Se2 as an isolated structure, from the Open Molecules 2025 dataset.

Computed properties:
Lowest unoccupied orbital energy (spin up / spin down) (Eh): -0.2428 / -0.2755
Energy (Ha): -7706.96973
⟨S²⟩: 2.0174
Energy above the lowest of the compared OMol25 structures with the same formula, charge and spin (eV): 0.153

```
! wB97M-V def2-TZVPD RIJCOSX def2/J DEFGRID3
* xyz 2 3
Re 1.449 -1.022 0.760
C 0.044 -2.145 -2.404
Se 0.848 -2.923 -0.807
C 2.636 -3.319 -1.520
C 3.365 -2.096 -2.011
Se 3.404 -0.632 -0.701
C 4.907 -1.226 0.390
H 0.240 -2.833 -3.224
H 0.450 -1.158 -2.604
H -1.025 -2.089 -2.223
H 2.491 -4.046 -2.320
H 3.151 -3.819 -0.699
H 2.892 -1.673 -2.896
H 4.405 -2.307 -2.259
H 5.810 -1.102 -0.202
H 4.771 -2.261 0.691
H 4.939 -0.583 1.266
S -2.783 0.411 2.777
C -2.629 -0.437 1.492
S -2.487 -1.279 0.200
S 0.420 0.887 0.030
C -1.515 3.957 -0.421
C -1.103 3.777 1.037
C -1.221 5.061 1.852
Sb 0.878 2.963 1.122
C 2.278 4.001 -0.133
C 2.182 5.510 0.061
C 3.677 3.443 0.102
C 1.583 2.740 3.137
C 0.460 2.180 4.002
C 2.109 4.085 3.632
H -2.563 4.259 -0.456
H -1.417 3.040 -1.003
H -0.934 4.744 -0.906
H -1.700 2.984 1.497
H -0.613 5.865 1.436
H -0.950 4.926 2.899
H -2.260 5.393 1.825
H 1.944 3.738 -1.140
H 2.457 5.816 1.072
H 1.186 5.894 -0.157
H 2.878 5.995 -0.626
H 4.035 3.646 1.113
H 4.375 3.916 -0.591
H 3.719 2.364 -0.070
H 2.400 2.021 3.081
H -0.337 2.912 4.147
H 0.856 1.928 4.988
H 0.022 1.274 3.580
H 1.323 4.842 3.669
H 2.930 4.467 3.025
H 2.486 3.961 4.649
F 2.111 -0.272 2.736
Sb 1.738 -1.991 3.699
F 2.488 -2.535 1.888
F 0.209 -1.823 2.462
F 1.400 -3.742 4.137
F 0.792 -1.135 5.030
F 3.405 -1.864 4.468
*
```

For each atom in turn, the natural (NBO) charge in e is: 0.77, -0.76, 0.59, -0.58, -0.58, 0.60, -0.78, 0.26, 0.24, 0.26, 0.27, 0.25, 0.25, 0.27, 0.26, 0.24, 0.25, 0.23, -0.37, 0.16, -0.48, -0.64, -0.49, -0.64, 1.70, -0.49, -0.64, -0.63, -0.48, -0.64, -0.64, 0.25, 0.22, 0.22, 0.25, 0.22, 0.22, 0.25, 0.24, 0.22, 0.22, 0.25, 0.22, 0.25, 0.21, 0.24, 0.22, 0.25, 0.22, 0.22, 0.22, 0.25, -0.65, 3.15, -0.63, -0.63, -0.61, -0.62, -0.62

***

The following is a quantum chemistry calculation of a 2-piece molecular cluster, H3N3O2P overall in a non-equilibrium geometry, from the Open Molecules 2025 dataset.

Computed properties:
Lowest unoccupied orbital energy (Eh): 0.1680
Energy (Ha): -658.01328
Energy above the lowest of the compared OMol25 structures with the same formula, charge and spin (eV): 0.687

```
! wB97M-V def2-TZVPD RIJCOSX def2/J DEFGRID3
* xyz -1 1
N -1.934 3.013 0.541
N -2.696 2.466 1.124
N 0.447 1.400 0.029
O 0.568 -1.214 0.772
O -1.520 0.188 1.501
P -0.052 0.255 1.460
H 1.313 -1.801 1.087
H 1.253 1.844 0.511
H -0.243 2.097 -0.006
*
```

For each atom in turn, the natural (NBO) charge in e is: -0.07, 0.06, -1.19, -1.10, -1.20, 1.35, 0.48, 0.33, 0.34

***

The highest energy above the lowest of the compared OMol25 structures with the same formula, charge and spin belongs to which entry?
C2H7NO2

***

Which value of energy does entry 6 give?
-658.01328 Ha

***

What is the formula in the fifth record?
C14H31F6ReS3Sb2Se2